DFT (ωB97M-V/def2-TZVPD) results for C12H33BF4O5V as an isolated structure at a distorted geometry.

Properties
relative energy (zero: lowest compared OMol25 entry of this formula, charge and spin): 0.514 eV
total charge: 0
maximum force: 1.5 eV Å⁻¹
DFT total energy: -2221.80606 a.u.
frontier orbital gap (spin up / spin down): 6.47 / 8.10 eV
2S+1: 4

Element x y z (Å)
1 V 8.54 19.74 20.83
2 O 8.91 21.60 21.63
3 H 8.05 21.85 21.98
4 B 11.30 19.53 19.48
5 F 10.58 18.66 20.40
6 F 10.29 20.32 18.88
7 F 12.19 20.30 20.21
8 F 11.93 18.75 18.53
9 C 6.57 16.38 18.77
10 C 7.39 16.61 20.02
11 C 8.34 15.46 20.33
12 O 8.20 17.82 19.83
13 H 7.24 16.02 17.98
14 H 6.04 17.28 18.47
15 H 5.85 15.58 18.96
16 H 6.77 16.83 20.89
17 H 7.79 14.53 20.47
18 H 8.88 15.68 21.25
19 H 9.09 15.30 19.55
20 H 8.85 17.61 19.14
21 C 5.90 22.09 18.11
22 C 6.46 20.72 18.36
23 C 6.66 19.94 17.07
24 O 7.73 20.83 19.05
25 H 5.58 22.57 19.03
26 H 5.03 21.95 17.46
27 H 6.63 22.66 17.54
28 H 5.83 20.12 19.01
29 H 7.32 19.10 17.30
30 H 7.16 20.55 16.31
31 H 5.73 19.55 16.67
32 H 8.26 21.42 18.51
33 C 4.18 20.97 21.62
34 C 5.68 20.93 21.95
35 C 5.97 21.11 23.44
36 O 6.26 19.72 21.47
37 H 4.04 21.51 20.68
38 H 3.65 21.55 22.38
39 H 3.76 19.97 21.61
40 H 6.16 21.79 21.47
41 H 5.87 22.16 23.71
42 H 6.98 20.77 23.65
43 H 5.22 20.59 24.06
44 H 5.84 19.01 21.97
45 C 9.79 19.32 24.81
46 C 10.13 18.92 23.40
47 C 11.01 17.68 23.35
48 O 8.90 18.67 22.66
49 H 8.95 18.71 25.17
50 H 9.42 20.35 24.87
51 H 10.63 19.12 25.47
52 H 10.62 19.72 22.85
53 H 11.97 17.92 23.80
54 H 11.14 17.35 22.33
55 H 10.56 16.87 23.94
56 H 8.38 18.02 23.14



DFT (ωB97M-V/def2-TZVPD) results for a 2-piece molecular cluster, C12H33BN4O6PSi2 overall at a distorted geometry.

Properties
total charge: +1
maximum force: 3.8 eV Å⁻¹
DFT total energy: -2092.55419 a.u.
frontier orbital gap: 8.02 eV

Element x y z (Å)
1 C 1.02 2.12 -2.47
2 B 1.89 1.28 -3.45
3 O 2.79 1.91 -4.22
4 N 1.86 -0.29 -3.51
5 C 0.64 -0.97 -2.97
6 C -0.63 -0.87 -3.85
7 O -0.66 -1.63 -4.77
8 N -1.71 -0.01 -3.58
9 C -1.66 1.29 -4.24
10 C -2.16 0.00 -2.20
11 O 2.32 -0.87 -4.72
12 C 1.75 -0.31 -5.74
13 N 1.17 0.14 -6.65
14 P 3.28 -0.70 -2.30
15 N 4.62 -0.22 -2.81
16 O 2.90 0.01 -0.94
17 O 3.29 -2.26 -2.04
18 H 0.72 3.02 -2.97
19 H 0.15 1.63 -2.07
20 H 1.68 2.36 -1.65
21 H 2.40 2.27 -5.02
22 H 0.86 -2.02 -2.92
23 H 0.43 -0.65 -1.96
24 H -0.79 1.39 -4.88
25 H -2.52 1.42 -4.88
26 H -1.62 2.11 -3.55
27 H -1.46 0.44 -1.48
28 H -2.35 -1.00 -1.87
29 H -3.05 0.58 -2.15
30 H 4.60 0.21 -3.73
31 H 2.00 -0.18 -0.64
32 H 2.64 -2.51 -1.37
33 O -0.50 0.31 3.99
34 Si 0.23 -0.37 2.71
35 C -0.91 -0.36 1.21
36 C 0.71 -2.14 3.08
37 C 1.77 0.60 2.26
38 Si -1.83 0.12 4.96
39 C -1.87 1.45 6.26
40 C -1.78 -1.55 5.80
41 C -3.40 0.23 3.94
42 H -1.78 -0.99 1.37
43 H -0.38 -0.74 0.32
44 H -1.26 0.65 0.99
45 H 1.34 -2.19 3.97
46 H 1.28 -2.57 2.25
47 H -0.17 -2.76 3.24
48 H 2.48 0.60 3.08
49 H 1.53 1.63 2.01
50 H 2.25 0.13 1.40
51 H -0.98 1.41 6.89
52 H -2.74 1.32 6.90
53 H -1.92 2.44 5.81
54 H -1.85 -2.37 5.08
55 H -2.61 -1.65 6.50
56 H -0.85 -1.68 6.36
57 H -3.46 -0.59 3.22
58 H -3.44 1.17 3.39
59 H -4.27 0.17 4.59



DFT (ωB97M-V/def2-TZVPD) results for C12H33BrMnN3O3 as an isolated structure at a distorted geometry.

Properties
relative energy (zero: lowest compared OMol25 entry of this formula, charge and spin): 3.871 eV
total charge: +1
maximum force: 2.6 eV Å⁻¹
DFT total energy: -4591.69773 a.u.
frontier orbital gap (spin up / spin down): 4.90 / 4.33 eV
2S+1: 6

Element x y z (Å)
1 Mn -0.26 -0.50 -3.95
2 Br -0.58 -1.04 -1.42
3 C 0.06 -3.66 4.81
4 C 1.17 -2.87 4.10
5 C 1.15 -3.10 2.60
6 O 2.34 -2.63 2.00
7 C 2.50 -3.24 0.75
8 N 1.08 -1.43 4.35
9 H -0.94 -3.47 4.43
10 H 0.16 -3.50 5.89
11 H 0.39 -4.70 4.86
12 H 2.10 -3.17 4.59
13 H 0.33 -2.59 2.07
14 H 0.91 -4.15 2.40
15 H 2.69 -4.32 0.86
16 H 3.33 -2.88 0.13
17 H 1.57 -3.22 0.17
18 H 0.84 -1.17 5.30
19 H 0.25 -1.09 3.83
20 C -1.68 3.57 -4.07
21 C -1.39 2.17 -4.57
22 C -0.02 2.13 -5.25
23 O 0.40 0.77 -5.59
24 C 1.38 0.73 -6.61
25 N -1.58 1.16 -3.53
26 H -1.70 4.44 -4.73
27 H -0.98 3.79 -3.26
28 H -2.67 3.62 -3.62
29 H -2.05 2.07 -5.44
30 H 0.84 2.61 -4.75
31 H -0.03 2.74 -6.16
32 H 1.36 -0.22 -7.14
33 H 2.41 0.79 -6.24
34 H 1.17 1.41 -7.44
35 H -2.60 1.07 -3.50
36 H -1.41 1.56 -2.60
37 C 0.20 2.60 0.86
38 C 0.22 1.56 1.97
39 C -1.16 1.07 2.37
40 O -1.03 0.02 3.30
41 C -2.28 -0.30 3.88
42 N 1.16 0.50 1.53
43 H 1.14 3.06 0.56
44 H -0.31 3.49 1.26
45 H -0.33 2.19 0.00
46 H 0.70 1.93 2.88
47 H -1.63 0.63 1.48
48 H -1.82 1.87 2.72
49 H -2.15 -1.14 4.57
50 H -3.03 -0.53 3.12
51 H -2.67 0.48 4.54
52 H 0.64 -0.02 0.82
53 H 1.80 0.92 0.87